Molecular formula: C66H44O22
Method: DFT, wB97M-V/def2-TZVPD

## Properties
- SMILES: O=C1C=CC(=O)C=C1.O=C1C=CC(=O)C=C1.O=C1C=CC(=O)C=C1.O=C1C=CC(=O)C=C1.O=C1C=CC(=O)C=C1.O=C1C=CC(=O)C=C1.O=C1C=CC(=O)C=C1.O=C1C=CC(=O)C=C1.O=C1C=CC(=O)C=C1.O=C1C=CC(=O)C=C1.O=C1C=CC(=O)C=C1
- Total charge: 0
- Energy above the lowest of the compared OMol25 structures with the same formula, charge and spin: 20.1 kJ/mol
- LUMO: -1.94 eV

Geometry as XYZ:
```
132
Properties=species:S:1:pos:R:3:lowdin_charge:R:1
O 3.75 -7.46 5.69 0.093
C 3.23 -6.67 4.90 -0.335
C 3.40 -6.70 3.41 0.022
C 2.89 -5.80 2.59 0.027
C 1.84 -4.87 3.13 -0.377
O 1.25 -4.15 2.32 0.075
C 1.71 -4.76 4.53 -0.012
C 2.30 -5.57 5.35 0.043
H 4.18 -7.32 3.02 0.110
H 3.08 -5.73 1.53 0.094
H 0.95 -4.04 4.78 0.103
H 2.16 -5.62 6.44 0.137
O 4.17 -4.03 -5.34 0.088
C 4.16 -4.37 -4.17 -0.363
C 2.92 -4.38 -3.32 0.055
C 2.98 -5.03 -2.15 0.017
C 4.25 -5.45 -1.60 -0.463
O 4.26 -5.95 -0.51 0.118
C 5.45 -5.36 -2.34 0.010
C 5.43 -4.83 -3.56 0.040
H 1.93 -3.92 -3.63 0.137
H 2.19 -5.12 -1.45 0.116
H 6.34 -5.77 -1.90 0.130
H 6.29 -4.75 -4.24 0.138
O -4.32 2.59 -0.99 0.086
C -5.34 3.19 -0.70 -0.371
C -5.33 4.27 0.25 -0.009
C -6.39 5.01 0.53 0.052
C -7.74 4.55 0.00 -0.364
O -8.78 5.01 0.47 0.091
C -7.78 3.49 -1.01 0.016
C -6.69 2.75 -1.24 0.051
H -4.35 4.41 0.69 0.115
H -6.43 5.92 1.17 0.141
H -8.82 3.29 -1.27 0.133
H -6.61 1.77 -1.71 0.093
O 0.93 3.09 -1.78 0.077
C 1.90 2.74 -1.13 -0.365
C 1.89 2.61 0.37 0.016
C 2.81 1.91 0.99 0.039
C 3.96 1.42 0.13 -0.329
O 4.83 0.78 0.72 0.084
C 4.09 1.75 -1.31 0.031
C 3.12 2.42 -1.87 0.009
H 0.98 3.05 0.88 0.112
H 2.80 1.65 2.03 0.121
H 5.03 1.57 -1.83 0.139
H 3.12 2.75 -2.89 0.114
O -5.92 0.41 -3.24 0.058
C -4.90 -0.23 -2.94 -0.317
C -4.53 -0.35 -1.51 0.042
C -3.44 -1.07 -1.26 0.041
C -2.61 -1.72 -2.27 -0.343
O -1.58 -2.39 -1.97 0.082
C -2.93 -1.57 -3.64 -0.025
C -3.96 -0.83 -3.97 0.035
H -5.08 0.22 -0.84 0.082
H -3.06 -1.13 -0.25 0.109
H -2.34 -2.04 -4.43 0.114
H -4.12 -0.52 -4.99 0.128
O -4.52 6.54 -3.15 0.106
C -3.90 5.53 -3.40 -0.391
C -2.55 5.21 -2.82 0.055
C -2.11 3.93 -2.89 0.036
C -2.83 2.87 -3.61 -0.398
O -2.34 1.78 -3.77 0.105
C -4.11 3.23 -4.18 0.006
C -4.56 4.49 -4.18 0.027
H -2.04 5.98 -2.29 0.114
H -1.14 3.65 -2.57 0.079
H -4.60 2.44 -4.74 0.122
H -5.52 4.70 -4.69 0.138
O 2.93 1.24 -5.08 0.065
C 2.10 0.29 -5.11 -0.356
C 2.54 -1.07 -5.48 0.022
C 1.57 -1.94 -5.85 0.034
C 0.12 -1.55 -5.81 -0.347
O -0.81 -2.34 -6.05 0.062
C -0.30 -0.26 -5.24 0.018
C 0.68 0.56 -4.84 0.026
H 3.57 -1.24 -5.54 0.107
H 1.86 -2.96 -6.29 0.141
H -1.34 -0.18 -5.07 0.078
H 0.52 1.57 -4.45 0.120
O -4.70 5.41 4.93 0.096
C -3.67 4.91 4.48 -0.353
C -3.68 3.63 3.76 0.009
C -2.66 3.24 3.02 0.007
C -1.42 4.01 3.09 -0.348
O -0.39 3.47 2.63 0.057
C -1.31 5.30 3.80 0.032
C -2.42 5.74 4.40 0.036
H -4.54 2.99 3.95 0.129
H -2.67 2.30 2.49 0.102
H -0.35 5.72 3.83 0.112
H -2.59 6.70 4.87 0.127
O 7.26 -1.52 -1.50 0.119
C 6.60 -1.62 -0.51 -0.409
C 7.08 -1.18 0.85 0.002
C 6.49 -1.56 1.97 0.012
C 5.18 -2.30 1.87 -0.356
O 4.65 -2.88 2.81 0.090
C 4.51 -2.43 0.54 0.029
C 5.19 -2.05 -0.56 0.008
H 8.01 -0.57 0.83 0.135
H 6.86 -1.18 2.91 0.118
H 3.53 -2.86 0.64 0.097
H 4.75 -2.15 -1.55 0.120
O -1.38 2.42 6.96 0.127
C -0.93 1.33 6.78 -0.423
C 0.19 0.84 7.53 0.024
C 0.73 -0.37 7.36 0.044
C 0.01 -1.36 6.55 -0.373
O 0.26 -2.56 6.62 0.099
C -1.02 -0.81 5.68 0.021
C -1.49 0.42 5.77 0.033
H 0.61 1.58 8.20 0.125
H 1.60 -0.61 7.89 0.106
H -1.41 -1.55 5.01 0.121
H -2.26 0.81 5.14 0.113
O -1.82 -0.07 2.10 0.054
C -0.93 -0.32 1.27 -0.345
C 0.10 -1.40 1.28 0.039
C 0.70 -1.83 0.16 0.038
C 0.70 -0.88 -0.98 -0.349
O 1.48 -0.84 -1.95 0.063
C -0.23 0.29 -1.02 -0.005
C -0.88 0.61 0.10 -0.003
H 0.15 -1.93 2.21 0.098
H 1.37 -2.72 0.05 0.116
H -0.35 0.87 -1.94 0.110
H -1.64 1.42 0.12 0.130
```